Density functional theory data (ωB97M-V/def2-TZVPD) for C17H22N2O5S in the gas phase.

Atoms and positions in Å:
C: 5.139 -1.082 1.808
H: 4.613 -1.699 1.074
O: 6.108 -0.241 1.226
C: 5.611 0.768 0.382
C: 5.421 0.338 -1.086
N: 4.196 -0.381 -1.351
C: 3.038 0.266 -1.562
O: 2.926 1.479 -1.582
C: 1.861 -0.657 -1.812
H: 2.050 -1.283 -2.683
H: 0.949 -0.082 -1.956
S: 1.557 -1.836 -0.410
O: 2.870 -2.462 -0.166
C: 1.379 -0.533 0.905
C: 0.124 0.203 0.662
C: -0.095 1.541 0.472
O: -1.425 1.704 0.264
C: -1.961 0.465 0.327
N: -1.070 -0.457 0.559
C: -3.379 0.260 0.149
C: -4.238 1.335 -0.093
C: -5.587 1.120 -0.251
C: -6.116 -0.172 -0.170
C: -5.260 -1.245 0.069
C: -3.906 -1.027 0.226
H: -3.235 -1.849 0.414
H: -5.639 -2.252 0.135
O: -7.460 -0.269 -0.337
C: -8.063 -1.539 -0.259
H: -7.685 -2.211 -1.037
H: -9.127 -1.369 -0.416
H: -7.911 -1.997 0.723
H: -6.264 1.938 -0.437
H: -3.836 2.334 -0.155
C: 0.803 2.720 0.454
H: 1.583 2.587 -0.296
H: 1.278 2.857 1.425
H: 0.226 3.608 0.214
H: 1.344 -1.091 1.841
H: 2.247 0.121 0.888
H: 4.149 -1.368 -1.116
H: 6.263 -0.290 -1.382
H: 5.399 1.242 -1.700
H: 6.367 1.558 0.403
H: 4.668 1.178 0.769
H: 4.404 -0.496 2.376
H: 5.680 -1.732 2.493

Calculated values
ΔE to the lowest compared entry with this formula, charge and spin   2.3088 eV
Calculated total energy   -1544.87507 Eh
Strongest force on any atom   1.4 eV Å⁻¹